(1)
82
Properties=species:S:1:pos:R:3:forces:R:3:lowdin_spin:R:1 method="wB97M-V/def2-TZVPD" charge=-1 spin_multiplicity=2 homo_energy_ha="-0.146 / -0.158" energy_ha=-2224.956932 gap_ev="6.13 / 6.41"
Rb -0.74295 1.60194 0.53262 0.0171 -0.0390 -1.6270 0.002
N -0.80649 0.32909 -3.24672 0.2015 -0.3638 -0.0658 0.000
C -1.66130 -0.59865 -2.50758 0.2442 -0.1198 -0.0781 0.000
C -0.85320 -1.81641 -2.07853 0.0302 0.1240 -0.0495 0.000
N 0.25176 -1.37745 -1.24697 0.0531 -0.1701 -0.0019 0.000
C 1.02796 -2.41666 -0.57506 -0.2176 0.1697 0.1458 0.000
C 0.91923 -2.23756 0.94039 0.0169 0.0761 -0.3601 0.000
N 1.46361 -0.93251 1.28876 0.1284 0.0167 0.2266 0.003
H -1.24671 1.24686 -3.27373 0.0571 0.0044 0.0488 0.000
H -0.69085 0.01421 -4.20287 -0.0100 -0.0038 -0.0211 0.000
H -2.54888 -0.92822 -3.06426 -0.0149 0.0685 0.0164 0.000
H -2.00644 -0.07346 -1.61621 -0.1383 -0.0500 -0.0738 0.000
H -0.51454 -2.35866 -2.98074 -0.0489 -0.0725 0.0485 0.000
H -1.48788 -2.49685 -1.50382 -0.0002 -0.0064 0.0097 0.000
H 0.83212 -0.75986 -1.79498 -0.0393 0.1174 0.0418 0.000
H 2.08744 -2.35255 -0.84738 -0.0015 -0.0212 -0.0791 0.000
H 0.67647 -3.41308 -0.86668 0.0294 -0.0046 0.0003 0.000
H 1.40072 -3.07686 1.46506 -0.0306 0.0110 -0.0375 0.000
H -0.14357 -2.24226 1.19587 0.0060 -0.0314 0.0843 0.000
H 2.47724 -0.94877 1.22926 -0.0101 0.0175 -0.0013 0.000
H 1.23084 -0.69429 2.25231 0.0479 -0.0228 0.0435 0.002
C -3.58726 7.54139 -2.48587 -0.0152 -0.0231 -0.0129 0.000
C -3.19074 6.27862 -1.77242 0.0175 -0.0576 0.1366 0.000
C -2.76408 6.31426 -0.44388 0.0214 -0.0386 0.0055 0.000
C -2.34180 5.10661 0.08218 -0.0446 0.0377 -0.0489 0.000
N -2.34784 3.96867 -0.59619 0.0654 0.1127 0.1249 0.000
C -2.83182 4.00042 -1.87129 0.0654 0.2523 0.2328 0.000
S -2.92877 2.54157 -2.73208 -0.3083 -0.1114 -0.0965 0.000
N -3.24035 5.15422 -2.46336 0.0281 0.0711 -0.0444 0.000
H -4.10171 8.22875 -1.81294 0.0140 0.0217 -0.0143 0.000
H -4.22533 7.30648 -3.33507 -0.0068 -0.0257 0.0138 0.000
H -2.69249 8.04206 -2.86340 -0.0124 0.0250 0.0038 0.000
H -2.75121 7.22661 0.13670 0.0080 0.0003 -0.0125 0.000
H -1.97795 5.04807 1.10602 -0.0144 0.0307 -0.0067 0.000
C -1.72908 -0.72396 3.58963 0.1344 0.0554 -0.0133 0.021
C -0.78687 0.46577 3.46943 0.0415 0.2229 0.1888 0.033
O -1.24029 1.54410 2.96549 -0.7623 -0.1601 0.8836 0.023
N 0.44597 0.28984 3.86627 0.2257 -0.3337 0.0213 0.281
Te 1.38855 2.10762 3.27014 0.6735 0.4126 0.5873 0.257
C 2.20996 4.27112 3.76924 -0.0526 0.0862 0.2231 0.260
C 1.86188 5.31205 2.90304 -0.0103 -0.2520 -0.1426 0.033
C 1.10842 5.04186 1.62219 0.0991 0.0527 0.0739 0.003
C 2.22146 6.62013 3.21351 0.0487 0.0814 0.0458 0.009
C 2.88991 6.92942 4.38917 0.0306 0.0359 -0.0032 0.004
C 3.26978 8.35024 4.71780 -0.0594 -0.0962 0.0066 0.001
C 3.17443 5.89647 5.27241 -0.0648 -0.0023 -0.0610 0.007
C 2.82711 4.57809 4.98984 0.0282 -0.1573 -0.0814 0.027
C 3.13963 3.51445 6.01115 0.0050 0.1209 -0.1548 0.008
C 3.37335 1.31716 3.51823 0.2136 -0.1255 -0.0461 0.000
C 4.29471 1.61447 2.49174 -0.1274 -0.0517 -0.0495 0.001
C 3.93360 2.45883 1.29682 -0.0413 -0.0378 0.0594 0.006
C 5.59300 1.11959 2.55058 0.0099 -0.0441 0.0433 0.000
C 6.02536 0.33254 3.60516 0.0179 -0.0301 0.0131 0.000
C 7.42683 -0.21686 3.65022 -0.1133 -0.0073 0.0038 0.000
C 5.11851 0.05098 4.61262 0.1259 0.0034 -0.0141 0.000
C 3.80868 0.52199 4.59583 -0.1808 0.1803 -0.0092 0.000
C 2.96197 0.18747 5.79852 0.0168 -0.0152 -0.1079 0.001
H -2.41531 -0.55874 4.42118 -0.0211 0.0200 -0.0086 0.002
H -1.16430 -1.63751 3.76320 -0.0622 -0.0411 0.0286 0.001
H -2.32056 -0.80857 2.67642 -0.0205 -0.0255 0.0205 0.000
H 0.23480 4.41969 1.82070 -0.0377 0.0265 -0.0720 0.000
H 1.74170 4.51674 0.90207 -0.0799 -0.0381 -0.0242 0.000
H 0.76937 5.96936 1.16144 -0.0143 -0.0008 -0.0126 0.000
H 1.97170 7.41945 2.52155 -0.0280 -0.0178 -0.0121 0.002
H 3.17129 8.99003 3.84100 0.0300 0.0294 0.0141 0.000
H 4.29933 8.40237 5.07512 0.0052 0.0517 -0.0084 0.000
H 2.62610 8.75474 5.50259 0.0157 0.0208 0.0003 0.000
H 3.66859 6.11980 6.21415 0.0059 0.0066 0.0023 0.001
H 3.22836 3.94741 7.00874 0.0041 -0.0044 -0.0048 0.000
H 4.07801 3.01197 5.76682 -0.0008 -0.0471 0.0272 0.000
H 2.35443 2.76051 6.01776 0.0075 -0.0015 0.0705 0.006
H 3.08226 2.03125 0.76346 -0.0128 0.0434 -0.0209 0.002
H 4.77314 2.53446 0.60526 0.0124 -0.0189 0.0341 0.001
H 3.66020 3.46445 1.61615 -0.0430 0.0740 -0.0477 0.002
H 6.28121 1.34830 1.74316 -0.0098 0.0403 0.0039 0.000
H 8.06337 0.28021 2.91874 0.0377 -0.0105 0.0206 0.000
H 7.42662 -1.28671 3.42891 0.0380 0.0040 -0.0076 0.000
H 7.86296 -0.08723 4.64180 0.0425 0.0039 -0.0177 0.000
H 5.45004 -0.54557 5.45827 -0.0737 -0.0218 0.0176 0.000
H 3.32989 0.72475 6.67749 -0.0017 -0.0234 -0.0411 0.000
H 3.02050 -0.88078 6.01582 -0.0076 0.0037 -0.0190 0.000
H 1.92218 0.43374 5.63185 -0.1830 -0.0068 0.0387 0.000


(2)
64
Properties=species:S:1:pos:R:3:forces:R:3:mulliken_charge:R:1 method="wB97M-V/def2-TZVPD" charge=-2 homo_energy_ha=-0.048 energy_ha=-4465.693709 gap_ev=5.37
Cs 0.85933 -1.61890 0.68610 -4.2198 -0.2635 1.6752 1.273
O 4.35277 1.16817 0.68982 -0.1522 -0.0017 -0.1318 -0.828
S 3.24683 0.24239 0.98153 0.3677 1.6212 0.9474 0.754
O 3.70172 -0.91371 1.76775 -0.1494 -0.0501 -0.2114 -0.596
O 2.13939 0.93130 1.67088 0.0238 -0.0383 -0.2328 -0.539
O 2.69223 -0.28103 -0.36205 1.7998 0.5378 -0.4040 -1.160
S -5.34439 -1.95080 1.51076 0.5239 0.1726 -0.2034 -0.453
C -5.09049 -0.23573 1.45852 0.3021 -0.1790 -0.0932 0.925
C -5.93889 0.77983 1.85122 -0.1014 0.1135 0.0743 -0.640
C -5.50290 2.09005 1.73961 -0.1721 0.0170 0.0367 -0.409
C -4.24406 2.37329 1.21424 -0.0397 0.2508 0.0091 -0.529
C -3.39867 1.36786 0.79078 0.0452 -0.2130 0.0128 -0.275
C -3.80355 0.04107 0.93179 -1.1076 0.4340 0.4365 -0.904
N -3.07907 -1.04655 0.59352 0.9025 -0.5349 -0.3866 -0.352
C -3.66451 -2.16790 0.80175 -0.9867 1.2115 0.4927 0.353
C -3.17873 -3.47395 0.51145 0.8956 -1.5540 -0.4253 0.843
C -4.03038 -4.57500 0.71423 -0.0905 0.4679 0.1344 -0.536
C -3.59633 -5.84894 0.44470 -0.1773 -0.3592 0.0037 -0.662
C -2.33900 -6.01508 -0.13557 -0.0263 -0.2224 -0.0341 -0.348
C -1.54650 -4.91513 -0.40921 0.0541 0.0648 0.3443 -0.447
C -1.85349 -3.60034 -0.00097 -0.4306 0.2878 -0.3549 -0.632
H -6.91841 0.54738 2.24220 -0.1272 0.0413 0.0736 0.369
H -6.15572 2.89527 2.05520 0.0272 0.0296 0.0010 0.357
H -3.93080 3.40788 1.14090 0.0536 0.0081 -0.0649 0.361
H -2.43215 1.56947 0.35464 -0.0018 0.0517 -0.0526 0.892
H -5.03367 -4.40760 1.09605 -0.0833 -0.1733 0.0331 0.240
H -4.23351 -6.70721 0.65220 0.0823 0.1065 -0.0393 0.335
H -1.99339 -7.02300 -0.35168 0.0205 -0.0171 -0.1298 0.320
H -0.60330 -5.07833 -0.92323 0.1516 -0.1350 0.0680 0.334
C 0.98369 2.24484 -2.15078 -0.2137 -0.0634 -0.1257 -0.818
N 0.88216 3.40023 -1.27679 0.0704 0.1018 -0.0217 0.017
C 2.13415 4.13220 -1.23144 0.1203 0.1702 -0.0723 -1.154
C 0.31761 3.10839 -0.04580 -0.3529 0.6143 0.1892 0.191
N -0.23249 1.99167 0.14693 0.0316 -0.6995 0.0340 -0.417
N 0.36076 4.20935 0.86786 0.0487 -0.3342 0.0337 0.210
C 0.17776 3.82758 2.25054 0.0551 -0.0535 -0.0087 -1.036
C -0.48496 5.31495 0.47356 0.0117 0.0999 -0.0513 -1.037
H 1.30076 2.59511 -3.13591 0.0016 -0.0821 -0.0051 0.322
H 0.00837 1.76945 -2.20907 0.0269 -0.0559 -0.1631 0.262
H 1.68981 1.51179 -1.74894 0.0577 -0.0536 -0.0430 0.154
H 2.95331 3.48739 -0.89716 0.1139 -0.0128 -0.0156 0.271
H 2.05232 4.96702 -0.54338 0.0746 0.0726 -0.0420 0.405
H 2.33973 4.50438 -2.23790 0.1236 0.0211 0.0338 0.357
H -0.58316 1.84596 1.08280 -0.0255 0.2376 0.1338 0.285
H -0.86971 3.57079 2.48976 0.0733 -0.0292 -0.0065 0.323
H 0.47211 4.66656 2.88881 -0.0009 -0.0789 -0.0241 0.283
H 0.82740 2.97308 2.44121 -0.0306 -0.0333 0.1916 0.342
H -0.29973 5.56381 -0.57025 -0.0272 0.0443 0.0027 0.357
H -0.25439 6.18623 1.09636 -0.0241 -0.0440 -0.0613 0.376
H -1.55995 5.08650 0.58941 0.0714 -0.0160 0.0032 0.182
C 2.82327 -1.83991 -2.67770 -0.0502 0.1389 0.4607 -0.847
As 3.65622 -2.27896 -0.92837 2.2416 -0.7217 -2.9371 1.348
C 5.36929 -1.47449 -0.46548 -0.1666 0.1739 0.2602 -0.942
C 4.64987 -3.84724 -1.83939 -0.3140 0.1595 0.2942 -1.401
O 2.68275 -3.15106 0.02973 0.4050 -1.4238 0.5309 -0.968
H 3.59231 -1.72409 -3.44173 0.0693 0.0079 0.0896 0.298
H 2.20471 -0.94787 -2.63031 0.0284 0.0205 0.0604 0.164
H 2.20551 -2.71175 -2.92436 0.1595 0.1279 0.1126 0.332
H 5.93758 -1.29743 -1.37941 -0.1323 -0.1535 -0.1415 0.324
H 5.87644 -2.22021 0.15155 -0.0935 0.0227 -0.1040 0.324
H 5.24619 -0.55480 0.09425 0.3037 -0.0315 -0.1865 0.374
H 5.26037 -3.54319 -2.69314 0.0257 0.1196 -0.0448 0.358
H 3.90320 -4.56941 -2.17600 -0.0345 0.0197 -0.0179 0.352
H 5.29637 -4.35160 -1.11661 -0.0318 0.0599 0.0628 0.364


Here are the calculated largest force on an atom numbers, same order: 1.6 4.5 (eV Å⁻¹).
Here are the calculated relative energy (zero: lowest compared OMol25 entry of this formula, charge and spin) numbers, same order: 11.6 39.6 (kcal per mole).